Density functional theory data (ωB97M-V/def2-TZVPD) for 5 unconnected molecules or ions with the total composition C19H39BBrFO8S4 in a non-equilibrium geometry.

Bonds (Å) are listed after each position.
Atoms and positions in Å:
1 C -1.272 2.539 -1.933  C2 1.531, H7 1.082, H8 1.074, H9 1.078
2 C -2.353 3.620 -2.009  C1 1.531, Br3 1.957, C4 1.531, H10 1.077
3 Br -2.610 4.139 -3.878  C2 1.957
4 C -3.686 3.167 -1.406  C2 1.531, B5 1.562, H11 1.085, H12 1.084
5 B -4.559 2.382 -2.437  C4 1.562, F6 1.297, H13 1.196
6 F -5.624 2.884 -2.980  B5 1.297
7 H -1.710 1.553 -2.013  C1 1.082
8 H -0.619 2.667 -2.775  C1 1.074
9 H -0.719 2.647 -1.015  C1 1.078
10 H -2.010 4.452 -1.419  C2 1.077
11 H -3.434 2.513 -0.578  C4 1.085
12 H -4.198 4.044 -1.025  C4 1.084
13 H -4.295 1.251 -2.725  B5 1.196
14 O 1.758 2.486 -2.971  S15 1.442
15 S 2.225 1.361 -2.200  O14 1.442, O16 1.440, C17 1.787, C20 1.797
16 O 1.627 1.010 -0.938  S15 1.440
17 C 2.255 -0.084 -3.252  S15 1.787, C18 1.526, H21 1.088, H22 1.091
18 C 3.640 -0.054 -3.890  C17 1.526, C19 1.535, H23 1.089, H24 1.092
19 C 4.613 0.318 -2.763  C18 1.535, C20 1.534, H25 1.092, H26 1.089
20 C 4.005 1.507 -2.006  S15 1.797, C19 1.534, H27 1.088, H28 1.088
21 H 1.440 -0.023 -3.969  C17 1.088
22 H 2.128 -0.957 -2.610  C17 1.091
23 H 3.890 -1.013 -4.340  C18 1.089
24 H 3.673 0.706 -4.675  C18 1.092
25 H 4.725 -0.530 -2.084  C19 1.092
26 H 5.602 0.564 -3.146  C19 1.089
27 H 4.246 1.486 -0.946  C20 1.088
28 H 4.305 2.460 -2.437  C20 1.088
29 O -10.335 -0.160 -0.063  S30 1.441
30 S -9.328 -0.748 -0.909  O29 1.441, O31 1.440, C32 1.790, C35 1.798
31 O -8.777 -2.047 -0.619  S30 1.440
32 C -9.908 -0.707 -2.601  S30 1.790, C33 1.526, H36 1.087, H37 1.090
33 C -9.433 0.644 -3.129  C32 1.526, C34 1.535, H38 1.089, H39 1.092
34 C -7.997 0.815 -2.616  C33 1.535, C35 1.535, H40 1.092, H41 1.084
35 C -7.996 0.439 -1.128  S30 1.798, C34 1.535, H42 1.087, H43 1.089
36 H -10.989 -0.828 -2.613  C32 1.087
37 H -9.432 -1.531 -3.131  C32 1.090
38 H -9.482 0.686 -4.216  C33 1.089
39 H -10.066 1.441 -2.732  C33 1.092
40 H -7.331 0.146 -3.166  C34 1.092
41 H -7.635 1.826 -2.763  C34 1.084
42 H -7.063 -0.023 -0.817  C35 1.087
43 H -8.213 1.297 -0.494  C35 1.089
44 O 3.513 -2.669 1.154  S45 1.444
45 S 2.099 -2.392 1.045  O44 1.444, O46 1.444, C47 1.791, C50 1.791
46 O 1.411 -2.514 -0.219  S45 1.444
47 C 1.232 -3.346 2.288  S45 1.791, C48 1.527, H51 1.088, H52 1.090
48 C 1.217 -2.436 3.514  C47 1.527, C49 1.535, H53 1.090, H54 1.089
49 C 0.887 -1.033 2.988  C48 1.535, C50 1.533, H55 1.093, H56 1.089
50 C 1.766 -0.783 1.756  S45 1.791, C49 1.533, H57 1.086, H58 1.086
51 H 1.751 -4.288 2.447  C47 1.088
52 H 0.225 -3.530 1.915  C47 1.090
53 H 0.491 -2.776 4.252  C48 1.090
54 H 2.200 -2.428 3.983  C48 1.089
55 H -0.167 -0.993 2.701  C49 1.093
56 H 1.051 -0.268 3.745  C49 1.089
57 H 1.271 -0.168 1.010  C50 1.086
58 H 2.721 -0.343 2.027  C50 1.086
59 O 5.833 -0.117 2.275  S60 1.440
60 S 5.475 -0.774 3.505  O59 1.440, O61 1.443, C62 1.786, C65 1.798
61 O 4.096 -0.951 3.889  S60 1.443
62 C 6.324 -2.343 3.590  S60 1.786, C63 1.526, H66 1.087, H67 1.089
63 C 7.654 -2.010 4.261  C62 1.526, C64 1.535, H68 1.089, H69 1.092
64 C 7.319 -1.049 5.410  C63 1.535, C65 1.535, H70 1.092, H71 1.089
65 C 6.365 0.016 4.853  S60 1.798, C64 1.535, H72 1.087, H73 1.088
66 H 6.425 -2.749 2.587  C62 1.087
67 H 5.722 -3.009 4.207  C62 1.089
68 H 8.155 -2.909 4.617  C63 1.089
69 H 8.317 -1.517 3.547  C63 1.092
70 H 6.827 -1.601 6.213  C64 1.092
71 H 8.214 -0.591 5.828  C64 1.089
72 H 5.647 0.358 5.594  C65 1.087
73 H 6.903 0.865 4.437  C65 1.088

Values from the calculation:
- HOMO level (eV) = -9.998
- multiplicity = 1